(1)
The following is a quantum chemistry calculation of 5 unconnected molecules or ions with the total composition C40H93N5O11 in a non-equilibrium geometry, from the OMol25 dataset.

The geometry in XYZ format:
```
149
Properties=species:S:1:pos:R:3:mulliken_charge:R:1
C -1.17834 -1.17515 -4.22148 -1.39
C 0.26642 -0.67616 -4.38662 -0.49
C 0.36667 0.63586 -5.17316 -0.10
C 0.11318 0.42562 -6.67550 -0.62
C -0.67683 1.54574 -7.39423 -1.03
C -0.37427 2.98733 -6.92340 -0.44
C -1.64041 3.69488 -6.40506 -1.12
C -2.41870 2.95936 -5.29464 0.17
C -2.25682 3.61243 -3.90870 -1.44
C -0.79325 3.99040 -3.56196 0.08
C -0.48577 3.62758 -2.11013 -0.89
C 0.76789 4.34392 -1.53674 -0.42
O 1.49183 5.06906 -2.54561 -0.34
C 1.32686 6.39296 -2.53402 0.66
O 1.15528 6.97327 -3.52868 -0.49
O 1.43630 7.03909 -1.35076 -0.33
C 0.14900 7.58886 -0.98676 -0.28
C 0.19279 8.13132 0.42833 -0.67
C -1.07786 8.91800 0.77476 -0.63
N -2.24919 8.38451 0.04550 -0.55
H -1.30875 -2.13007 -4.72543 0.29
H -1.43789 -1.34428 -3.18189 0.34
H -1.84773 -0.46132 -4.69623 0.39
H 0.90919 -1.38381 -4.90495 0.15
H 0.73894 -0.49716 -3.41951 0.51
H 1.41223 0.93979 -5.07236 0.42
H -0.21537 1.43349 -4.72400 -0.15
H -0.48795 -0.48170 -6.76595 0.32
H 1.03179 0.23909 -7.22103 0.39
H -1.74632 1.35847 -7.37719 0.47
H -0.40374 1.48510 -8.44705 0.36
H 0.46650 3.04708 -6.23887 0.35
H -0.06655 3.54806 -7.80510 0.41
H -2.30070 3.80533 -7.26360 0.43
H -1.42144 4.70278 -6.05434 0.43
H -3.47728 3.06832 -5.53541 0.35
H -2.23479 1.89026 -5.25186 -0.19
H -2.84006 4.52933 -3.93793 0.36
H -2.66637 2.96788 -3.13193 0.42
H -0.72550 5.07276 -3.63395 0.40
H -0.06607 3.60626 -4.26504 0.30
H -0.34287 2.55365 -2.01581 0.26
H -1.33044 3.89327 -1.47505 0.42
H 0.53803 4.94426 -0.66450 0.13
H 1.42981 3.55774 -1.18340 0.42
H -0.61086 6.81406 -1.03467 0.31
H -0.11998 8.39805 -1.65982 0.29
H 0.37412 7.30304 1.11415 0.25
H 1.04325 8.80762 0.52179 0.27
H -0.93816 9.96334 0.52218 0.42
H -1.27016 8.84179 1.84821 0.34
H -2.54319 7.51995 0.48755 0.20
H -3.01687 9.03497 0.17751 0.24
C 6.39717 11.61446 -5.65534 -0.70
O 7.13865 10.57689 -5.04273 -0.34
C 6.85805 10.39891 -3.65898 -0.80
C 6.11301 9.10126 -3.40941 -0.19
N 4.75302 9.15669 -3.93130 -0.20
C 4.06761 7.86279 -3.97890 -0.62
C 4.66220 6.76517 -4.85860 -0.52
O 4.58684 7.01957 -6.25138 -0.43
C 5.62177 7.83034 -6.77467 -0.53
H 6.82138 11.78481 -6.64412 0.24
H 5.34373 11.34179 -5.77668 0.29
H 6.46819 12.54393 -5.08271 0.34
H 6.31239 11.25249 -3.24541 0.41
H 7.82256 10.34405 -3.14562 0.39
H 6.07416 8.91288 -2.33210 0.37
H 6.69640 8.29663 -3.87567 0.17
H 4.77656 9.53710 -4.86795 0.06
H 3.05695 8.05739 -4.33312 0.40
H 3.97426 7.48217 -2.95605 0.25
H 4.05980 5.86704 -4.69477 0.32
H 5.68672 6.49756 -4.57192 0.37
H 6.56980 7.67792 -6.25296 0.28
H 5.34365 8.88745 -6.74553 0.15
H 5.75656 7.55957 -7.82290 0.30
C 2.77591 -4.21395 0.71956 -0.23
O 3.42595 -5.10508 -0.16767 -0.37
C 2.93382 -6.43916 -0.10302 -0.57
C 2.16692 -6.80327 -1.36015 -0.26
N 0.90495 -6.07611 -1.44376 -0.24
C 0.24443 -6.15810 -2.74571 -0.77
C 0.97079 -5.59169 -3.96454 -0.51
O 1.10894 -4.18137 -3.96315 -0.36
C 2.21073 -3.68824 -3.22070 -0.56
H 3.34231 -3.28286 0.73317 0.28
H 1.75637 -3.98916 0.38645 0.23
H 2.74680 -4.62078 1.73357 -0.07
H 2.32639 -6.60151 0.79267 0.19
H 3.80609 -7.09535 -0.03228 0.40
H 1.96016 -7.87771 -1.35533 0.40
H 2.82015 -6.58535 -2.21479 0.17
H 1.07353 -5.10126 -1.23423 0.03
H -0.70361 -5.62232 -2.65040 0.37
H -0.00466 -7.20616 -2.94169 0.42
H 0.35397 -5.82166 -4.83797 0.36
H 1.93869 -6.07354 -4.14479 0.33
H 3.06734 -4.36551 -3.24606 0.34
H 1.91399 -3.49138 -2.18711 0.14
H 2.51016 -2.73502 -3.65756 0.31
C -1.96043 -5.56577 6.99076 -0.68
O -1.34819 -4.32867 6.67042 -0.34
C -0.37632 -3.89716 7.61443 -0.79
C 1.02344 -3.97349 7.03489 -0.22
N 1.44964 -5.35634 6.85223 -0.28
C 2.65975 -5.51475 6.04749 -1.13
C 2.63153 -5.03929 4.59613 -0.29
O 1.79202 -5.80035 3.74309 -0.38
C 0.42243 -5.43268 3.76639 -0.67
H -2.80418 -5.70535 6.31920 0.15
H -1.26606 -6.40204 6.84670 0.33
H -2.33432 -5.56993 8.01834 0.40
H -0.44671 -4.45764 8.55147 0.38
H -0.59635 -2.84956 7.83974 0.41
H 1.72050 -3.47162 7.71268 0.39
H 1.01273 -3.42137 6.08634 0.15
H 0.70295 -5.87413 6.40827 0.04
H 2.89313 -6.58238 6.03884 0.39
H 3.48647 -5.01614 6.56366 0.47
H 3.64269 -5.16915 4.19884 0.40
H 2.40685 -3.97010 4.50333 0.37
H 0.28506 -4.36198 3.93393 0.32
H -0.12239 -6.00448 4.52146 0.21
H -0.00478 -5.68959 2.79566 0.35
C -4.52263 -7.91191 6.84136 -0.94
O -5.03380 -6.61198 7.08666 -0.16
C -6.17374 -6.29186 6.29500 -0.91
C -7.43021 -6.22359 7.14179 -0.22
N -7.82434 -7.54350 7.62051 -0.32
C -8.85272 -7.52713 8.66029 -0.68
C -8.53340 -6.83559 9.98452 -0.48
O -7.54941 -7.48880 10.76701 -0.43
C -6.20775 -7.18959 10.42678 -0.51
H -3.55717 -7.99433 7.34030 0.24
H -5.18735 -8.67924 7.24975 0.41
H -4.37499 -8.08457 5.77134 0.39
H -6.29521 -6.99057 5.46210 0.44
H -5.99492 -5.29998 5.86974 0.35
H -8.24318 -5.80391 6.54198 0.40
H -7.22644 -5.53368 7.97068 0.17
H -7.00959 -8.01680 7.98772 0.07
H -9.08935 -8.57048 8.88303 0.37
H -9.76065 -7.08102 8.24169 0.39
H -9.44637 -6.86212 10.58567 0.35
H -8.28518 -5.77498 9.86053 0.35
H -6.09168 -6.16363 10.06924 0.27
H -5.82740 -7.89237 9.68056 0.14
H -5.60317 -7.31301 11.32608 0.33
```

Values from the calculation:
Total charge: 0
E_LUMO (hartree): 0.023
SMILES string: CCCCCCCCCCCCOC(=O)OCCCN.COCCNCCOC.COCCNCCOC.COCCNCCOC.COCCNCCOC
Total energy (a.u.): -2681.030603



(2)
The following is a quantum chemistry calculation of a gas-phase ion, C4H14N4 (charge +2) in a non-equilibrium geometry, from the OMol25 dataset.

The geometry in XYZ format:
```
22
Properties=species:S:1:pos:R:3:nbo_charge:R:1
C 2.10588 1.18742 0.19028 -0.48
N 0.86987 0.54092 -0.03916 -0.13
N 0.49841 0.30845 -1.29747 -0.28
C -0.83088 -0.34625 -1.39750 0.08
C -1.89913 0.69582 -1.59762 -0.64
N -1.07182 -1.03586 -0.07477 -0.39
N 0.01070 -1.20416 0.71275 -0.22
C -0.03619 -1.17230 2.16701 -0.47
H 1.92182 2.29342 0.06053 0.30
H 2.54582 1.16967 1.19714 0.30
H 2.85225 0.72475 -0.53799 0.27
H -0.15874 0.99473 0.51494 0.46
H 1.05887 0.01800 -2.12818 0.47
H -0.70305 -1.05924 -2.13534 0.25
H -2.67204 0.72699 -0.75755 0.25
H -2.43479 0.59755 -2.52189 0.29
H -1.36467 1.63957 -1.51262 0.25
H -2.10185 -0.99221 0.30980 0.46
H 0.42753 -2.20288 0.46560 0.45
H -0.44418 -0.28563 2.51599 0.23
H -0.74920 -1.97120 2.62001 0.28
H 0.96032 -1.40139 2.53592 0.27
```

Values from the calculation:
Total charge: +2
E_LUMO (spin up / spin down) (hartree): -0.395 / -0.402
ΔE to the lowest compared entry with this formula, charge and spin (kcal per mole): 180.00
SMILES string: CNN[C@H](C)/[NH+]=[NH+]/C
Total energy (a.u.): -378.959071



(3)
The following is a quantum chemistry calculation of a molecular structure, C23H28MnN4O in a non-equilibrium geometry, from the OMol25 dataset.

The geometry in XYZ format:
```
57
Properties=species:S:1:pos:R:3:nbo_charge:R:1
Mn -0.02437 0.54154 0.46380 1.57
C 0.97594 3.07308 -0.52627 -0.23
C 1.52493 2.13684 -1.64326 -0.47
C 2.32618 0.96835 -1.10674 0.27
C 3.68542 0.73269 -1.42840 -0.23
C 4.29732 -0.40361 -0.96195 -0.10
C 3.47349 -1.38276 -0.34284 -0.23
C 2.15114 -1.13365 -0.13299 0.02
N 1.65604 0.09501 -0.33977 -0.65
N -0.27592 2.60571 0.06906 -0.53
C -1.45805 2.89044 -0.78316 -0.27
C -2.37210 1.72326 -0.68267 0.22
C -3.69758 1.81838 -0.96873 -0.24
C -4.55587 0.79378 -0.80017 -0.09
C -4.04450 -0.50611 -0.55735 -0.22
C -2.68795 -0.57740 -0.36885 0.05
N -1.90013 0.53039 -0.30566 -0.63
C -0.50705 3.30778 1.38487 -0.27
C 0.11563 2.58042 2.54767 0.20
C 0.40302 3.23148 3.71943 -0.22
C 1.06560 2.56647 4.74028 -0.10
C 1.44580 1.22678 4.50466 -0.22
C 1.10488 0.61940 3.27036 0.06
N 0.44333 1.30292 2.33676 -0.61
H 0.87960 4.12800 -0.93358 0.23
H 1.80059 3.18191 0.23069 0.23
H 2.20181 2.78878 -2.15584 0.26
H 0.70837 1.80994 -2.33838 0.24
H 4.23708 1.53729 -1.89918 0.25
H 5.37289 -0.50159 -0.97485 0.26
H 3.90768 -2.35681 0.00956 0.26
H 1.46973 -1.96068 0.14617 0.23
H -1.15677 3.01536 -1.85548 0.25
H -1.93338 3.86368 -0.47340 0.24
H -4.08542 2.74577 -1.35586 0.24
H -5.62859 0.98182 -0.92886 0.25
H -4.58330 -1.47019 -0.65007 0.27
H -2.15265 -1.44783 -0.17565 0.23
H -1.63747 3.35015 1.56991 0.24
H -0.14665 4.35788 1.34951 0.24
H 0.10108 4.27715 3.87636 0.25
H 1.12522 3.01529 5.72803 0.26
H 1.94455 0.69132 5.29372 0.26
H 1.42705 -0.39645 2.95748 0.22
C 0.05471 -5.02050 -2.32233 -0.44
C -0.49754 -5.64825 -1.05550 -0.43
C -1.49710 -4.63435 -0.55352 -0.07
O -1.02210 -3.31948 -0.95804 -0.60
C -0.07122 -3.49682 -2.10932 -0.06
H -0.62425 -5.13857 -3.15794 0.22
H 1.04106 -5.38974 -2.60712 0.24
H 0.33752 -5.67393 -0.33706 0.20
H -0.93113 -6.67207 -1.18173 0.25
H -1.66037 -4.62249 0.54368 0.19
H -2.45757 -4.84822 -1.02369 0.17
H 0.82381 -2.96769 -1.81588 0.15
H -0.49242 -2.91990 -2.92992 0.19
```

Values from the calculation:
Total charge: +2
Expectation value of S²: 8.759
E_LUMO (spin up / spin down) (hartree): -0.208 / -0.229
2S+1: 6
Total energy (a.u.): -2337.992421